Entry 1:
The following is a DFT calculation (ωB97M-V/def2-TZVPD) of 2 unconnected molecules or ions with the total composition C2H2NO2S.

Cartesian coordinates (Å):
C 0.4682 1.7992 0.0938
C -0.7893 1.5846 0.5409
N -0.0619 2.9934 0.2713
O 1.1897 -3.3301 0.4048
O -0.9697 -3.2256 -0.8028
S 0.0876 -2.4797 -0.0756
H 1.5224 1.3710 -0.1771
H -1.4469 1.2872 -0.2553

Values from the calculation:
Kohn-Sham gap (alpha / beta): 8.560 / 3.627 eV
spin multiplicity: 1
charge: -1

***

Entry 2:
The following is a DFT calculation (ωB97M-V/def2-TZVPD) of 2 unconnected molecules or ions with the total composition C2H2NO2S.

Cartesian coordinates (Å):
C 2.1043 0.3164 0.2614
C -2.5682 -0.3283 -0.9874
N -3.2521 -0.3020 -1.9194
O 2.1057 0.8258 -0.8298
O 1.2025 0.0181 1.1829
S -0.4877 0.2879 1.7580
H 2.9178 -0.2813 0.7077
H -2.0223 -0.5367 -0.1734

Values from the calculation:
Kohn-Sham gap: 7.506 eV
spin multiplicity: 1
charge: -1

***

Entry 3:
The following is a DFT calculation (ωB97M-V/def2-TZVPD) of a molecular structure, C2H2NO2S2.

Cartesian coordinates (Å):
C -0.1007 -0.5427 -0.0332
C -1.5450 0.0195 0.0539
N 0.7173 0.4522 -0.2431
O -2.4660 -0.7218 -0.0770
O 2.1109 0.4238 -0.2164
S -1.6310 1.6742 0.1852
S 0.3929 -2.1542 0.2610
H 0.1427 1.3960 -0.0134
H 2.3789 -0.5470 0.0831

Values from the calculation:
Kohn-Sham gap: 7.885 eV
spin multiplicity: 1
charge: -1

***

Entry 4:
The following is a DFT calculation (ωB97M-V/def2-TZVPD) of 2 unconnected molecules or ions with the total composition C2H2NO3.

Cartesian coordinates (Å):
C -1.3604 -0.4307 2.0800
C -0.2337 -0.0898 1.0742
N 0.1128 1.1397 0.5554
O -1.1745 -1.5048 2.6747
O -2.2810 0.3929 2.0872
O 1.0214 0.2963 1.2689
H -0.1820 -1.1569 0.0199
H 0.6180 1.1558 -0.3469

Values from the calculation:
Kohn-Sham gap: 8.488 eV
spin multiplicity: 1
charge: -1

***

Entry 5:
The following is a DFT calculation (ωB97M-V/def2-TZVPD) of C2H2NPS in the gas phase.

Cartesian coordinates (Å):
C 0.5618 1.1724 -0.0870
C -0.7489 -1.1857 0.0132
N -1.9093 1.1973 0.0496
P 0.8733 -0.3981 0.0015
S -2.1850 -0.2697 -0.0210
H 0.7631 2.1390 0.3968
H -0.7056 -2.1977 0.1695

Values from the calculation:
Kohn-Sham gap (alpha / beta): 7.577 / 7.578 eV
spin multiplicity: 1
charge: 0

***

Entry 6:
The following is a DFT calculation (ωB97M-V/def2-TZVPD) of C2H2O in the gas phase.

Cartesian coordinates (Å):
C -0.2689 -0.6252 0.0757
C -0.1183 0.6417 -0.0870
O 1.1058 0.0973 -0.2056
H -0.3182 -1.6126 -0.1367
H -0.4003 1.4988 0.3536

Values from the calculation:
SMILES string: C1=CO1
Kohn-Sham gap: 9.137 eV
spin multiplicity: 1
charge: 0

***

Entry 7:
The following is a DFT calculation (ωB97M-V/def2-TZVPD) of C2H2O2 in the gas phase.

Cartesian coordinates (Å):
C -0.4399 0.0307 0.0387
C 1.4470 -0.0490 -0.0831
O 0.6001 0.9657 0.0556
O 0.4951 -1.0149 0.0211
H -1.1410 0.1185 0.8710
H -0.9614 -0.0511 -0.9034

Values from the calculation:
Kohn-Sham gap: 10.840 eV
spin multiplicity: 1
charge: 0

***

Entry 8:
The following is a DFT calculation (ωB97M-V/def2-TZVPD) of C2H2O2 in the gas phase.

Cartesian coordinates (Å):
O -0.3155 0.7014 1.9047
C -0.2992 0.2485 0.8115
C -0.2014 -0.2272 -0.5409
O 0.6744 0.5555 0.1599
H -0.2780 -0.0511 -1.6918
H 0.4197 -1.2272 -0.6434

Values from the calculation:
SMILES string: O=C1CO1
Kohn-Sham gap: 11.167 eV
spin multiplicity: 1
charge: 0

***

Entry 9:
The following is a DFT calculation (ωB97M-V/def2-TZVPD) of C2H2O2P2 in the gas phase.

Cartesian coordinates (Å):
O -2.4133 -0.5617 0.1640
C -1.2869 -0.2189 0.2846
P -0.1912 1.2914 0.5740
C 1.2480 -0.0004 0.3912
O 2.3955 0.1964 0.5841
P 0.4089 -1.6231 0.0790
H -0.3813 1.8846 -0.8022
H 0.2202 -0.9683 -1.2745

Values from the calculation:
SMILES string: O=C1PC(=O)P1
Kohn-Sham gap: 8.283 eV
spin multiplicity: 1
charge: 0

***

Entry 10:
The following is a DFT calculation (ωB97M-V/def2-TZVPD) of a molecular structure, C2H2O2Rb.

Cartesian coordinates (Å):
O -1.0126 1.4882 1.7775
C -1.7194 1.5289 0.7304
C -1.9593 0.3941 -0.0890
O -1.0329 -0.4330 -0.3954
H -3.0101 0.1101 -0.2837
Rb 2.1423 -0.6831 -0.7778
H -2.6711 1.8752 1.3223

Values from the calculation:
Kohn-Sham gap (alpha / beta): 3.854 / 5.157 eV
spin multiplicity: 2
charge: 0

***

Entry 11:
The following is a DFT calculation (ωB97M-V/def2-TZVPD) of 2 unconnected molecules or ions with the total composition C2H2O2S.

Cartesian coordinates (Å):
O -2.8127 1.5906 0.1651
C -3.4928 0.6579 0.0328
S -4.3624 -0.6003 -0.1234
C -0.0596 -0.3855 0.0008
O -0.9699 -1.0564 0.4053
H 0.1340 0.7925 0.0793
H 0.7599 -0.8281 -0.5160

Values from the calculation:
SMILES string: O=C=S.C=O
Kohn-Sham gap: 11.001 eV
spin multiplicity: 1
charge: 0

***

Entry 12:
The following is a DFT calculation (ωB97M-V/def2-TZVPD) of C2H2O2S2 in the gas phase.

Cartesian coordinates (Å):
C 1.3878 -0.4078 -0.6663
C 0.2256 -0.0787 -0.0887
O 1.7663 -1.6526 0.0905
O 2.0994 -0.0397 -1.5487
S 3.0459 -2.4217 -0.5017
S 2.8988 -2.6296 -2.3999
H -0.2867 0.8409 -0.1172
H -0.0346 -0.8960 0.6699

Values from the calculation:
Kohn-Sham gap (alpha / beta): 5.951 / 8.047 eV
spin multiplicity: 1
charge: 0

***

Entry 13:
The following is a DFT calculation (ωB97M-V/def2-TZVPD) of C2H2O3 in the gas phase.

Cartesian coordinates (Å):
C 1.7090 -1.0610 -0.0563
C 0.4990 -0.0229 -0.4242
O 2.4265 -0.0527 0.1859
O 1.5640 1.0574 -0.0851
O -0.4568 -0.1429 0.5445
H -0.0690 0.4209 -1.4686
H -0.6510 0.6728 0.9130

Values from the calculation:
Kohn-Sham gap: 9.963 eV
spin multiplicity: 1
charge: 0

***

Entry 14:
The following is a DFT calculation (ωB97M-V/def2-TZVPD) of C2H2O3 in the gas phase.

Cartesian coordinates (Å):
O 1.6803 0.0843 -0.1758
C 0.5771 -0.5462 0.2016
C -0.8166 0.0745 -0.0461
O -1.8648 -0.5483 -0.1375
O -0.6806 1.3051 0.1131
H 0.6928 -1.6799 0.3680
H 0.4119 1.3105 -0.3233

Values from the calculation:
SMILES string: O=CC(=O)O
Kohn-Sham gap: 9.465 eV
spin multiplicity: 1
charge: 0

***

Entry 15:
The following is a DFT calculation (ωB97M-V/def2-TZVPD) of 2 unconnected molecules or ions with the total composition C2H2O3S.

Cartesian coordinates (Å):
C -0.8471 -1.8182 0.6175
C -0.6654 0.5502 -0.0345
O -0.4109 -2.5044 -0.1738
O 1.6324 1.1087 1.1290
O 1.6703 0.3341 -1.2312
S 0.9517 0.8317 -0.0981
H -1.1477 0.4808 -0.9892
H -1.1833 1.0172 0.7804

Values from the calculation:
Kohn-Sham gap: 9.238 eV
spin multiplicity: 1
charge: 0

***

Entry 16:
The following is a DFT calculation (ωB97M-V/def2-TZVPD) of C2H2O3S2 in the gas phase.

Cartesian coordinates (Å):
C -0.1411 2.2860 -0.6827
C -0.9250 -1.1424 0.3822
O 1.9354 1.3578 0.6127
O 1.4992 -2.0989 0.3240
O -1.7836 -0.3732 0.0748
S 0.7494 1.0880 -0.1673
S 0.6273 -1.3415 -0.5615
H -1.0219 2.0277 -1.2435
H -0.9397 -1.8034 1.2614

Values from the calculation:
Kohn-Sham gap (alpha / beta): 6.963 / 7.550 eV
spin multiplicity: 1
charge: 0

***

Entry 17:
The following is a DFT calculation (ωB97M-V/def2-TZVPD) of a molecular structure, C2H2O4P.

Cartesian coordinates (Å):
C -3.7508 0.2198 -0.0069
C -2.2908 -0.4316 0.1487
O -4.6242 -0.6000 -0.2712
O -3.7760 1.4357 0.1570
O -1.9744 -1.5962 0.0014
O -1.2940 0.4184 0.4598
P 0.1220 -0.4633 0.6573
H 0.3875 -0.6838 -0.7044
H 0.8506 0.7382 0.6492

Values from the calculation:
Kohn-Sham gap: 8.615 eV
spin multiplicity: 1
charge: -1

***

Entry 18:
The following is a DFT calculation (ωB97M-V/def2-TZVPD) of C2H2OS in the gas phase.

Cartesian coordinates (Å):
O 0.0447 0.3080 1.6020
C -0.4227 -0.0226 0.5621
C 0.5081 0.0615 -0.5885
S 0.2326 -0.6259 -2.0060
H -1.7174 -0.2097 0.6033
H 1.3547 0.4887 -0.1729

Values from the calculation:
SMILES string: O=CC=S
Kohn-Sham gap: 7.973 eV
spin multiplicity: 1
charge: 0

***

Entry 19:
The following is a DFT calculation (ωB97M-V/def2-TZVPD) of C2H2OS in the gas phase.

Cartesian coordinates (Å):
C -0.8275 0.5759 0.0432
C 0.6622 -0.1787 0.0044
O 0.3463 -1.3995 0.0628
S -2.3086 0.2765 0.0151
H 0.9915 0.3341 -0.9173
H 1.1361 0.3916 0.7918

Values from the calculation:
Kohn-Sham gap (alpha / beta): 7.978 / 7.980 eV
spin multiplicity: 1
charge: 0

***

Entry 20:
The following is a DFT calculation (ωB97M-V/def2-TZVPD) of 2 unconnected molecules or ions with the total composition C2H2OS.

Cartesian coordinates (Å):
C -2.3966 0.5379 0.1319
C 1.3849 -0.0382 0.1424
O -3.0693 0.2606 -0.7287
S 0.7006 -1.4633 -0.1830
H 2.3363 -0.2181 0.5690
H 1.0440 0.9211 0.0684

Values from the calculation:
Kohn-Sham gap: 8.462 eV
spin multiplicity: 1
charge: 0

***

So what do the calculations give for strongest force on any atom? Going down the list: 0.074; 0.097; 0.052; 0.139; 0.056; 0.069; 0.034; 0.186; 0.054; 0.116; 0.044; 0.088; 0.072; 0.137; 0.044; 0.044; 0.015; 0.082; 0.022; 0.075 Eh/bohr.
So what do the calculations give for relative energy (zero: lowest compared OMol25 entry of this formula, charge and spin)? Going down the list: 561.6; 212.1; 220.0; 517.8; 565.2; 366.6; 182.2; 298.8; 186.1; 0.0; 15.9; 267.2; 668.0; 191.0; 319.9; 299.2; 185.5; 84.9; 259.3; 30.3 kJ/mol.